Molecular formula: C5H11O2
Method: DFT, ωB97M-V with the def2-TZVPD basis set

```
18
Properties=species:S:1:pos:R:3:forces:R:3:nbo_charge:R:1
C 0.3055 -1.1231 0.0024 -0.635 0.741 0.424 -0.01
O 1.3682 -1.9594 -0.2723 -0.337 0.606 -0.520 -0.83
C 0.4899 0.3792 -0.3603 0.892 -1.671 -0.063 -0.46
C -0.6198 1.2918 0.0510 -0.381 1.048 -0.420 -0.23
C -0.6309 2.5662 -0.3613 0.687 -2.108 -2.522 -0.27
C -1.4800 3.6853 -0.0517 2.591 -0.608 5.094 -0.47
H -0.6034 -1.3704 -0.5613 -0.274 -0.517 -0.068 0.11
H 0.0137 -1.1976 1.0678 0.012 0.078 -0.010 0.13
H 0.5865 0.3406 -1.4504 0.132 0.439 -0.023 0.20
H 1.4771 0.6640 0.0422 -0.299 0.279 -0.009 0.19
H -1.4314 1.0336 0.7338 0.368 -0.562 0.136 0.18
H -0.4440 3.5151 1.2716 -2.172 2.216 -2.381 0.14
H 0.1004 2.8429 -1.1312 0.214 -0.188 0.383 0.19
H -1.3368 4.5818 -0.6284 -0.254 0.323 0.305 0.21
H -2.2713 3.5135 0.6633 -0.805 0.246 -0.672 0.22
H 0.9301 -2.9597 0.0435 0.365 -0.290 0.713 0.50
H 1.0243 -4.3887 1.2480 0.114 0.084 -0.035 0.41
O 0.3795 -3.9713 0.6724 -0.217 -0.119 -0.332 -1.20
```
Forces are in eV/Å.

## Properties
HOMO level (eV): -3.6
M (g mol⁻¹): 103.1
Lowest unoccupied orbital energy (eV): 2.61
Total charge: -1
Frontier orbital gap (eV): 6.2
Relative energy (zero: lowest compared OMol25 entry of this formula, charge and spin) (kcal/mol): 131.0